The following is a quantum chemistry calculation of C6H8 in the gas phase, from OMol25.

Calculated values
LUMO energy: 1.16 eV
energy: -233.27145 Eh
relative energy (zero: lowest compared OMol25 entry of this formula, charge and spin): 3.144 eV
Kohn-Sham gap: 9.9 eV
SMILES: C/C=C1/C=CC1

The geometry in XYZ format:
```
14
Properties=species:S:1:pos:R:3:forces:R:3
H -1.555 -1.745 -0.451 1.4465 1.1499 0.2297
C 0.811 0.870 0.119 1.4021 -0.1026 2.6135
C -0.960 -0.872 -0.003 0.6617 -1.9001 -0.9881
C 0.289 -0.489 -0.371 -0.3549 1.3879 -0.7190
H 1.608 -1.116 -2.266 0.6583 0.5277 -0.2885
H -2.667 -0.785 1.034 -0.6286 0.5951 0.9635
C 1.479 -0.370 -1.495 -3.4608 -0.7225 2.3788
H 0.168 1.698 0.015 -1.3810 0.8773 -0.1950
C 1.782 0.851 -1.022 -1.4580 -3.6230 0.9322
H 2.437 1.519 -1.364 2.5554 2.7059 -1.2056
H 1.129 0.963 1.274 -0.0017 -0.4828 -2.6026
H -1.215 -0.827 1.996 1.4308 -1.6487 3.5631
C -1.699 -0.362 1.261 -0.5207 -1.0511 -5.1909
H -1.607 0.664 1.273 -0.3491 2.2869 0.5090
```
Forces are in eV/Å.

=====

The following is a quantum chemistry calculation of C6H8 in the gas phase, from OMol25.

Calculated values
LUMO energy: 1.18 eV
energy: -233.32504 Eh
relative energy (zero: lowest compared OMol25 entry of this formula, charge and spin): 1.686 eV
Kohn-Sham gap: 11.0 eV
SMILES: C#CC1CCC1

The geometry in XYZ format:
```
14
Properties=species:S:1:pos:R:3:forces:R:3
H -0.175 1.127 -1.374 -0.1099 0.0805 0.1969
C -1.665 0.094 -0.132 -0.1540 0.6942 -0.4094
H -0.812 -1.758 0.847 -0.0815 -0.0221 -0.2441
H -0.335 -1.513 -0.867 -0.0721 0.0961 0.1482
C -0.489 1.101 -0.324 -0.1564 -0.1803 0.0985
H -2.198 0.273 0.803 -0.0270 0.1048 -0.0689
C 1.776 -0.114 0.035 0.5906 -0.0570 -0.1183
H 0.334 0.294 1.523 0.0707 -0.0729 -0.1595
C 0.393 0.089 0.448 0.2290 -0.1306 -0.0923
H 3.906 -0.486 -0.663 -0.1237 0.0031 0.0262
H -2.385 0.065 -0.960 0.1470 -0.3022 0.2651
C -0.629 -1.019 0.064 0.2262 -0.1203 0.2628
H -0.573 2.118 0.075 0.0023 -0.2568 -0.1110
C 2.903 -0.322 -0.343 -0.5412 0.1636 0.2059
```
Forces are in eV/Å.

=====

The following is a quantum chemistry calculation of C6H8 in the gas phase, from OMol25.

Calculated values
LUMO energy: 0.98 eV
energy: -233.24386 Eh
relative energy (zero: lowest compared OMol25 entry of this formula, charge and spin): 3.895 eV
Kohn-Sham gap: 9.1 eV
SMILES: C=C1CC12CC2

The geometry in XYZ format:
```
14
Properties=species:S:1:pos:R:3:forces:R:3
H -2.278 -0.535 0.892 0.0218 -0.2151 -0.3441
H 1.454 -0.877 -1.687 -0.3294 -0.9180 -0.2143
H 0.417 0.301 2.191 0.1883 0.2631 0.0460
C 1.845 -0.992 -0.684 -0.4032 -0.0599 0.0569
H 1.571 1.339 1.195 0.1214 0.1443 0.0580
C 1.026 -0.580 0.290 -0.8882 0.4237 -0.5587
C 0.858 0.528 1.224 0.3330 0.4047 0.4204
H -2.096 1.258 0.687 0.4754 -0.3937 0.2081
H 2.874 -1.343 -0.644 -0.1053 0.5639 0.5315
C -1.711 0.263 0.423 0.0691 -0.3095 0.1329
C -0.221 0.227 0.182 0.2299 -0.6323 -0.0534
H -1.394 0.984 -1.714 0.0748 0.2185 0.2285
C -1.173 0.221 -0.976 0.0721 0.1533 -0.2816
H -1.171 -0.795 -1.380 0.1403 0.3569 -0.2301
```
Forces are in eV/Å.

=====

The following is a quantum chemistry calculation of C6H8 in the gas phase, from OMol25.

Calculated values
LUMO energy: 1.10 eV
energy: -233.21008 Eh
relative energy (zero: lowest compared OMol25 entry of this formula, charge and spin): 4.814 eV
Kohn-Sham gap: 8.4 eV
SMILES: C[C@]12[C@@H]3[C@H]1[C@@]32C

The geometry in XYZ format:
```
14
Properties=species:S:1:pos:R:3:forces:R:3
H -0.449 2.253 -1.110 -0.2248 1.1009 -0.6022
H -1.148 -1.847 0.116 0.4781 -0.4702 -0.0754
C -1.709 -0.944 -0.069 -1.5013 -1.7605 0.9704
H 1.646 -1.168 -0.762 0.0693 -0.9875 -1.6407
C -0.274 1.436 -0.490 0.3958 -1.5299 0.0159
H 2.194 -0.956 0.711 0.6221 1.2368 0.0339
C -0.900 0.223 0.085 3.4190 1.7340 0.1997
C 0.747 0.463 -0.033 -2.3994 0.3957 0.7031
H 2.733 0.149 -0.684 2.4194 1.2358 -0.8559
H -2.106 -1.017 -1.054 -0.3388 -0.0792 -0.9051
H -0.032 1.733 1.908 -0.4667 -1.2137 -1.8651
H -2.572 -1.093 0.631 0.5400 0.7915 -0.4429
C -0.124 1.114 0.946 0.6501 1.4489 2.6579
C 1.993 -0.347 -0.194 -3.6629 -1.9027 1.8064
```
Forces are in eV/Å.

=====

What is the formula in the second record?
C6H8

=====

Which value of Kohn-Sham gap does entry 1 give?
9.9 eV

=====

What is the energy in the second record?
-233.32504 Eh

=====

The lowest energy belongs to which entry?
number 2